Record 1
Entry from the Open Molecules 2025 dataset: a structure of composition C9H21AuN4Sb (wB97M-V/def2-TZVPD).

- HOMO energy: -12.01 eV
- Charge: +1
- DFT total energy: -950.24034 Eh
- HOMO-LUMO gap: 8.7341 eV
- Molar mass: 504.02 g/mol
- 2S+1: 1

```
36
C9H21AuN4Sb (wB97M-V/def2-TZVPD)
Au 0.848 0.009 0.076
C -1.287 0.474 2.484
N 0.106 0.016 2.168
C 0.274 -1.360 2.743
N 0.030 -1.374 4.166
C -1.337 -0.899 4.415
N -1.532 0.463 3.908
C -0.568 1.349 4.568
N 0.814 0.917 4.321
C 1.054 0.925 2.898
C 0.965 -0.455 4.821
H -1.987 -0.194 1.982
H -1.411 1.484 2.093
H 1.294 -1.690 2.537
H -0.426 -2.029 2.240
H -1.526 -0.910 5.488
H -2.045 -1.570 3.926
H -0.754 1.341 5.641
H -0.698 2.366 4.195
H 2.072 0.587 2.695
H 0.929 1.936 2.506
H 0.774 -0.461 5.894
H 1.988 -0.793 4.646
C 4.526 -1.200 -0.388
Sb 3.026 -0.008 -1.257
C 3.952 1.875 -1.427
C 2.918 -0.710 -3.240
H 5.405 -1.165 -1.029
H 4.178 -2.226 -0.299
H 4.779 -0.814 0.597
H 4.868 1.769 -2.004
H 4.186 2.253 -0.434
H 3.278 2.567 -1.927
H 3.901 -0.682 -3.706
H 2.226 -0.082 -3.797
H 2.545 -1.733 -3.230
```

---

Record 2
Entry from the Open Molecules 2025 dataset: an isolated molecule of C5H9N (wB97M-V/def2-TZVPD).

- HOMO energy: -7.55 eV
- Charge: 0
- DFT total energy: -250.54157 Eh
- HOMO-LUMO gap: 8.3267 eV
- SMILES string: C=C(N)/C=C/C
- Molar mass: 83.13 g/mol
- 2S+1: 1

```
15
C5H9N (wB97M-V/def2-TZVPD)
N -1.025 -1.902 0.694
C -0.347 -0.744 0.762
C -0.190 -0.018 1.858
C 0.459 1.876 -1.948
C 0.758 0.963 -0.731
C 0.372 -0.263 -0.492
H -0.392 -2.583 0.328
H -1.671 -2.263 1.323
H -0.655 -0.259 2.810
H 0.535 0.798 1.946
H 0.044 1.227 -2.764
H -0.313 2.674 -1.918
H 1.507 2.340 -2.085
H 1.364 1.604 0.058
H 0.448 -1.109 -1.247
```

---

Record 3
Entry from the Open Molecules 2025 dataset: the ion C4H5BrN with charge +1 (wB97M-V/def2-TZVPD).

- HOMO energy: -14.50 eV
- Charge: +1
- DFT total energy: -2783.75608 Eh
- HOMO-LUMO gap: 8.7785 eV
- Molar mass: 147.00 g/mol
- 2S+1: 1

```
11
C4H5BrN (wB97M-V/def2-TZVPD)
C -0.891 -1.585 0.033
C 0.468 -1.010 -0.127
C -1.611 -0.458 0.051
C 1.113 1.348 0.052
N 0.227 0.260 -0.209
Br -3.190 0.367 -0.038
H -1.121 -2.545 0.177
H 1.364 -1.455 -0.120
H 2.068 1.202 -0.272
H 0.892 1.716 1.047
H 0.681 2.161 -0.593
```

---

Record 4
Entry from the Open Molecules 2025 dataset: a cluster of 12 separate species, C60H60N12 in total (wB97M-V/def2-TZVPD).

- HOMO energy: -9.23 eV
- Charge: 0
- DFT total energy: -2979.26204 Eh
- HOMO-LUMO gap: 9.7064 eV
- SMILES string: c1ccncc1.c1ccncc1.c1ccncc1.c1ccncc1.c1ccncc1.c1ccncc1.c1ccncc1.c1ccncc1.c1ccncc1.c1ccncc1.c1ccncc1.c1ccncc1
- Molar mass: 949.22 g/mol
- 2S+1: 1

```
132
C60H60N12 (wB97M-V/def2-TZVPD)
N 2.091 7.293 0.267
C 1.741 6.839 -0.964
C 1.486 5.492 -1.269
C 1.563 4.563 -0.199
C 1.929 5.004 1.072
C 2.220 6.369 1.258
H 1.681 7.480 -1.830
H 1.145 5.290 -2.278
H 1.280 3.505 -0.344
H 1.974 4.282 1.913
H 2.577 6.822 2.193
N -2.874 7.149 -1.955
C -2.039 6.717 -2.936
C -2.425 5.802 -3.901
C -3.648 5.193 -3.786
C -4.509 5.606 -2.730
C -4.078 6.535 -1.853
H -1.117 7.283 -2.959
H -1.787 5.592 -4.699
H -3.976 4.616 -4.648
H -5.505 5.223 -2.708
H -4.759 6.814 -1.058
N 3.988 1.633 -2.814
C 4.348 0.386 -3.183
C 4.765 -0.549 -2.271
C 4.906 -0.206 -0.897
C 4.540 1.055 -0.556
C 4.090 1.989 -1.569
H 4.374 0.174 -4.255
H 4.973 -1.556 -2.632
H 5.206 -1.006 -0.231
H 4.475 1.293 0.510
H 3.646 2.929 -1.302
N -0.731 2.145 -3.131
C -2.016 2.063 -3.496
C -2.375 1.397 -4.679
C -1.403 0.941 -5.547
C -0.077 1.165 -5.244
C 0.211 1.764 -4.006
H -2.862 2.340 -2.786
H -3.473 1.234 -4.842
H -1.624 0.440 -6.475
H 0.700 0.812 -5.953
H 1.245 1.932 -3.677
N -2.021 2.300 2.046
C -1.771 2.730 0.819
C -1.748 4.075 0.342
C -2.035 5.070 1.287
C -2.227 4.634 2.632
C -2.265 3.299 2.928
H -1.608 1.930 0.081
H -1.450 4.252 -0.650
H -2.034 6.168 1.069
H -2.408 5.367 3.346
H -2.606 2.876 3.905
N 2.294 1.835 2.491
C 1.121 1.888 3.137
C 0.748 0.947 4.039
C 1.541 -0.175 4.302
C 2.829 -0.133 3.754
C 3.154 0.926 2.862
H 0.458 2.612 2.812
H -0.186 1.128 4.573
H 1.308 -1.030 4.969
H 3.568 -0.933 3.885
H 4.151 0.923 2.432
N -0.415 -2.156 -1.376
C 0.259 -0.995 -1.347
C 1.605 -0.891 -0.913
C 2.266 -2.066 -0.587
C 1.527 -3.288 -0.696
C 0.194 -3.250 -1.002
H -0.303 -0.113 -1.737
H 2.156 0.023 -0.918
H 3.253 -2.075 -0.352
H 1.905 -4.223 -0.347
H -0.328 -4.202 -1.024
N -2.527 -1.822 4.057
C -3.064 -3.065 4.054
C -2.750 -3.951 3.059
C -1.881 -3.488 2.077
C -1.395 -2.192 1.985
C -1.829 -1.345 3.026
H -3.738 -3.336 4.856
H -3.318 -4.843 2.858
H -1.570 -4.100 1.259
H -0.758 -1.858 1.154
H -1.713 -0.252 2.998
N -2.270 -6.049 -1.445
C -3.433 -6.308 -0.923
C -4.624 -5.841 -1.462
C -4.600 -5.052 -2.602
C -3.385 -4.770 -3.201
C -2.228 -5.255 -2.518
H -3.497 -7.007 0.007
H -5.514 -6.062 -0.958
H -5.568 -4.754 -3.054
H -3.233 -4.175 -4.045
H -1.261 -5.086 -3.020
N 1.564 -6.688 2.624
C 0.719 -5.683 2.778
C 0.919 -4.563 3.687
C 2.079 -4.584 4.416
C 2.957 -5.674 4.311
C 2.629 -6.707 3.411
H -0.178 -5.766 2.213
H 0.166 -3.806 3.827
H 2.266 -3.902 5.259
H 3.940 -5.757 4.951
H 3.349 -7.485 3.253
N 5.336 -1.818 2.367
C 4.438 -2.746 2.062
C 4.768 -3.811 1.213
C 6.011 -3.910 0.645
C 6.977 -2.965 1.023
C 6.576 -2.008 1.918
H 3.513 -2.767 2.570
H 4.053 -4.551 1.013
H 6.287 -4.642 -0.085
H 7.985 -2.919 0.676
H 7.253 -1.237 2.307
N -5.448 1.841 -1.025
C -5.248 0.952 -2.032
C -4.437 -0.217 -1.897
C -3.931 -0.530 -0.641
C -4.102 0.388 0.394
C -4.897 1.517 0.180
H -5.623 1.215 -3.021
H -4.348 -0.907 -2.702
H -3.363 -1.425 -0.530
H -3.623 0.188 1.410
H -5.239 2.273 0.953
```

---

Record 5
Entry from the Open Molecules 2025 dataset: an isolated molecule of C12H15NO (wB97M-V/def2-TZVPD).

- HOMO energy: -8.55 eV
- Charge: 0
- DFT total energy: -596.15705 Eh
- HOMO-LUMO gap: 9.3967 eV
- SMILES string: C=CC(C)(C)c1ccccc1/N=C/O
- Molar mass: 189.26 g/mol
- 2S+1: 1

```
29
C12H15NO (wB97M-V/def2-TZVPD)
C 2.027 0.880 -2.031
C 1.195 0.228 -2.936
C 1.719 0.888 -0.617
C 0.043 -0.393 -2.493
C 0.586 0.223 -0.198
C -0.322 -0.362 -1.136
C -1.988 -2.019 -0.906
C 0.025 1.475 1.777
C 0.265 0.112 1.277
C -0.327 2.552 1.107
C 1.489 -0.395 1.973
C -0.926 -0.767 1.606
N -1.662 -0.814 -0.820
O -3.264 -2.390 -0.859
H 2.670 1.662 -2.437
H 1.240 0.315 -4.053
H 2.214 1.604 0.021
H -0.607 -0.867 -3.299
H -1.345 -2.862 -1.194
H 0.147 1.302 2.862
H -3.833 -1.658 -0.564
H -0.641 3.537 1.400
H -0.414 2.435 0.030
H 1.358 -0.515 3.003
H 2.410 0.103 1.722
H 1.633 -1.518 1.800
H -0.809 -1.856 1.368
H -1.622 -0.335 0.973
H -1.264 -0.563 2.625
```

---

Record 6
Entry from the Open Molecules 2025 dataset: a cluster of 2 separate species, C2H10N2O in total (wB97M-V/def2-TZVPD).

- HOMO energy: -8.61 eV
- Charge: 0
- DFT total energy: -266.88209 Eh
- HOMO-LUMO gap: 9.4046 eV
- SMILES string: CNCN.O
- Molar mass: 78.12 g/mol
- 2S+1: 1

```
15
C2H10N2O (wB97M-V/def2-TZVPD)
C -0.974 1.694 1.128
N -0.649 0.360 0.798
C 0.645 -0.083 0.338
N 1.582 -0.826 1.208
H -2.115 1.704 1.258
H -0.389 2.288 1.892
H -0.916 2.388 0.194
H -0.741 -0.194 1.617
H 1.229 0.812 -0.086
H 0.308 -0.656 -0.493
H 1.015 -1.261 1.901
H 2.118 -1.602 0.757
H 0.362 -1.456 -3.527
H -0.946 -1.985 -3.336
O -0.528 -1.182 -3.648
```